1.
DFT (wB97M-V/def2-TZVPD) results for 7 unconnected molecules or ions with the total composition C14H47BN4O10PS.

Values from the calculation:
Total charge: +1
M: 505.401 g/mol
Energy above the lowest of the compared OMol25 structures with the same formula, charge and spin: 34.1 kJ/mol

Last column: Mulliken charge in e.
Cartesian coordinates (Å):
H (-3.16, -2.78, 1.98)  0.33
H (7.20, -1.60, 1.30)  0.28
H (-2.96, -7.04, -0.51)  0.27
H (2.86, -1.52, 1.90)  0.32
C (-3.00, -1.96, 0.10)  -0.37
H (-4.04, 3.40, -7.82)  0.30
H (-2.64, 3.45, -4.19)  0.22
H (-2.86, -3.17, -1.56)  0.32
H (-1.00, 2.22, 2.21)  0.26
H (1.53, 1.46, 2.27)  0.54
H (-2.37, 2.80, -7.73)  0.27
H (-3.39, 0.02, -0.30)  0.32
H (-1.19, -7.00, -0.58)  0.25
O (-3.70, 1.91, -6.40)  -0.46
C (6.79, -0.96, 0.51)  -0.49
O (-1.29, 3.82, 4.48)  -0.51
N (-3.71, -0.90, -0.59)  -0.45
O (1.13, 0.26, 0.59)  -0.49
H (1.92, 0.08, -1.82)  0.31
H (7.58, -0.31, 0.12)  0.30
H (3.15, 6.89, 6.52)  0.26
B (1.33, -1.06, 0.75)  0.41
H (-1.32, -5.62, 1.31)  0.26
H (6.42, -1.59, -0.29)  0.16
C (2.78, 5.86, 6.53)  -0.51
H (-3.64, -0.97, -1.60)  0.31
H (0.90, -2.96, 0.08)  0.56
O (3.48, -3.58, -0.01)  -0.65
C (-1.48, -1.61, 0.37)  -0.28
H (0.14, 3.01, 1.08)  0.33
H (-2.02, -7.78, 0.79)  0.27
H (0.50, 4.51, 3.77)  0.12
O (1.90, -1.62, 1.86)  -0.30
C (-2.06, 2.65, -3.73)  -0.60
H (3.42, 5.26, 7.18)  0.26
C (-3.26, 3.04, -7.15)  -0.55
H (-1.45, -0.56, 0.67)  -0.22
H (1.38, 6.16, 7.85)  0.29
O (1.42, 5.81, 6.96)  -0.49
H (-3.67, -1.22, 1.89)  0.31
C (-0.63, -0.66, -1.84)  -0.43
H (-1.46, 2.15, -4.50)  0.28
C (1.65, -0.83, -2.37)  -0.95
H (-1.16, -2.23, 1.22)  0.62
H (-2.81, -3.99, -0.11)  0.26
C (-0.33, 2.07, 1.36)  -0.92
H (-3.50, 1.37, -3.78)  0.26
H (2.82, 5.46, 5.52)  0.19
O (-2.92, 1.72, -3.10)  -0.47
H (6.01, 0.36, 1.72)  0.31
C (0.68, 1.00, 1.77)  -0.34
C (1.82, -2.10, -1.53)  0.34
H (0.00, 5.22, 5.31)  0.16
C (-2.06, -6.95, 0.08)  -0.61
H (-1.40, 3.07, -2.98)  0.28
O (5.68, -0.20, 1.00)  -0.50
H (-3.01, 3.83, -6.44)  0.19
H (-2.03, 4.17, 4.98)  0.28
H (-3.92, 1.22, -7.02)  0.28
O (0.34, -0.78, -2.87)  -0.45
N (-3.66, -2.11, 1.40)  -0.59
S (1.43, -3.52, -2.62)  -0.13
H (2.30, -0.92, -3.24)  0.51
H (-0.85, -2.71, -1.34)  0.44
C (-0.35, 4.89, 4.34)  -0.34
H (-1.60, -0.74, -2.32)  0.38
H (-0.92, 1.68, 0.53)  0.10
H (4.36, -2.71, -2.02)  0.24
H (0.20, 0.30, 2.45)  0.29
P (3.54, -2.41, -0.92)  0.44
H (-0.80, 5.72, 3.79)  0.30
H (-0.58, 0.33, -1.38)  -0.01
H (2.40, -4.36, -2.21)  0.24
O (-2.11, -5.70, 0.77)  -0.51
C (-0.55, -1.79, -0.82)  -0.10
N (0.87, -2.04, -0.36)  -0.07
N (-3.20, -3.20, -0.61)  -0.55
H (4.01, -1.24, -0.27)  0.07

---

2.
DFT (wB97M-V/def2-TZVPD) results for 2 unconnected molecules or ions with the total composition C5H11NO.

Values from the calculation:
SMILES: C=N/C=C\CC.O
M: 101.149 g/mol
Energy above the lowest of the compared OMol25 structures with the same formula, charge and spin: 475.5 kJ/mol

Last column: Mulliken charge in e.
Cartesian coordinates (Å):
H (-0.81, 3.82, -0.21)  0.32
H (0.26, -3.06, -1.22)  0.22
N (-1.15, -1.80, -0.42)  -0.44
C (-0.16, -0.83, -0.16)  -0.47
H (0.76, 3.16, -0.71)  0.28
H (-1.95, 1.67, -0.81)  0.32
C (-0.45, 0.47, 0.18)  -0.17
H (0.89, -1.09, -0.06)  0.32
H (-0.38, 1.26, -1.61)  0.30
C (-0.18, 2.92, -0.22)  -1.07
C (-0.86, 1.67, -0.74)  -0.23
H (-0.15, 0.76, 1.18)  0.27
C (-0.75, -2.94, -0.82)  -0.23
H (0.05, 2.81, 0.84)  0.29
O (2.57, -0.08, 1.58)  -0.60
H (-1.39, -3.81, -0.83)  0.28
H (3.07, 0.74, 1.72)  0.30
H (2.86, -0.62, 2.32)  0.30

---

3.
DFT (wB97M-V/def2-TZVPD) results for a molecular structure, C6H14HfN3.

Values from the calculation:
Total charge: +1
M: 306.689 g/mol
Energy above the lowest of the compared OMol25 structures with the same formula, charge and spin: 0.0 kJ/mol

Last column: Mulliken charge in e.
Cartesian coordinates (Å):
H (-1.89, 6.89, 0.27)  0.21
C (-1.56, 4.97, -0.41)  1.25
H (-1.00, 5.11, 1.69)  0.33
H (-0.06, 0.18, 2.72)  0.34
H (-0.02, -1.67, -2.24)  0.32
H (-0.32, 2.67, 1.82)  0.35
C (-1.07, 4.46, 0.82)  -0.74
H (-1.54, -1.10, -1.98)  0.35
C (-1.64, 4.09, -1.52)  -0.72
H (-1.62, -0.39, 0.35)  -0.26
H (-0.47, -0.20, -2.84)  0.31
H (-2.02, 4.46, -2.47)  0.32
C (-0.67, 3.14, 0.89)  -0.28
C (0.76, 0.01, 1.99)  -1.35
N (-0.56, -0.82, -2.03)  -0.85
H (-2.30, 6.64, -1.38)  0.21
Hf (-0.08, 0.25, -0.03)  1.29
N (-1.95, 6.26, -0.51)  -0.44
H (-1.27, 2.05, -2.20)  0.19
H (1.11, -1.02, 2.13)  0.36
H (1.59, 0.63, -0.29)  -0.19
C (-1.21, 2.79, -1.39)  -0.19
N (-0.70, 2.32, -0.20)  -0.14
H (1.58, 0.69, 2.23)  0.35

---

4.
DFT (wB97M-V/def2-TZVPD) results for C3H2O2 in the gas phase.

Values from the calculation:
M: 70.047 g/mol
Energy above the lowest of the compared OMol25 structures with the same formula, charge and spin: 388.4 kJ/mol

Last column: Mulliken charge in e.
Cartesian coordinates (Å):
C (-2.51, 0.03, 0.11)  0.75
H (1.47, -0.82, -0.42)  0.16
O (-3.57, -0.21, -0.36)  -0.34
H (-1.32, 0.80, 1.47)  0.34
C (0.49, -1.13, -0.14)  -0.27
O (0.03, 0.01, 0.11)  -0.14
C (-1.34, 0.24, 0.62)  -0.49

---

5.
DFT (wB97M-V/def2-TZVPD) results for 2 unconnected molecules or ions with the total composition H3NS2.

Values from the calculation:
M: 81.165 g/mol
Energy above the lowest of the compared OMol25 structures with the same formula, charge and spin: 218.6 kJ/mol

Last column: Mulliken charge in e.
Cartesian coordinates (Å):
H (-2.99, 0.07, 0.35)  0.15
S (-2.02, -0.82, -0.24)  -0.28
S (0.26, 1.04, -0.72)  -0.04
H (1.27, -0.01, 1.08)  0.29
H (2.15, -0.28, -0.44)  0.25
N (1.34, 0.01, -0.03)  -0.37

---

6.
DFT (wB97M-V/def2-TZVPD) results for a molecular structure, C46H48N7O2P3PrSSe3.

Values from the calculation:
<S²>: 2.003
Total charge: +1
M: 1233.714 g/mol
Energy above the lowest of the compared OMol25 structures with the same formula, charge and spin: 0.0 kJ/mol
Multiplicity: 3

Last column: Mulliken charge in e.
Cartesian coordinates (Å):
C (-1.51, -4.89, 1.97)  -1.02
H (-4.33, -1.60, -0.49)  0.33
S (-3.69, -0.41, -4.85)  -0.05
H (-5.55, 0.42, 4.59)  0.54
C (-2.33, -0.90, 2.90)  -0.72
N (-1.33, 3.93, 3.97)  -0.34
C (-4.25, 3.15, -1.65)  -0.83
H (4.50, 3.32, -2.92)  0.50
H (2.16, 3.01, -6.26)  0.37
H (0.05, -0.29, -2.78)  -0.09
C (6.26, 0.09, 3.71)  -0.46
H (-0.07, 4.29, -0.05)  0.34
H (-1.99, 4.71, 3.95)  0.25
H (-1.34, -1.18, 2.46)  0.01
C (-0.73, -3.90, -3.92)  -0.63
C (0.79, -5.09, 1.34)  -0.95
C (2.28, 2.84, -5.19)  -0.48
H (-5.51, -0.19, -0.15)  0.30
Se (3.34, 2.32, 1.50)  -0.50
C (5.43, -0.45, 5.91)  -0.32
C (6.47, -0.16, 5.04)  -0.80
P (-2.53, 0.23, 0.53)  1.49
C (7.40, -0.35, -1.73)  -0.51
C (3.89, -0.19, 4.13)  -0.55
H (7.07, 0.32, 3.17)  0.70
C (0.64, -3.99, 0.49)  -0.50
C (-0.06, -1.32, -3.07)  0.03
C (3.55, 3.00, -3.35)  -0.57
C (-0.70, -3.59, -2.58)  -0.60
N (0.29, 3.92, 0.83)  -0.21
C (-3.61, -1.96, -2.52)  -1.05
N (3.48, 3.14, -4.67)  -0.64
H (0.21, 2.43, -4.94)  0.49
H (-2.34, -5.39, 2.44)  0.47
H (-3.27, 1.99, -4.38)  0.06
Se (2.88, -1.10, 0.91)  -0.36
H (2.93, -0.32, 3.71)  0.23
H (-1.50, 3.19, 4.66)  0.25
C (-5.12, 0.78, -0.56)  0.10
C (-2.55, -1.17, 4.25)  -0.98
H (-5.04, 0.88, 2.15)  0.44
C (5.69, 0.29, 0.38)  0.70
H (-5.17, -0.40, -2.90)  0.47
H (-6.07, 3.17, -2.70)  0.50
H (-5.03, 1.59, -4.57)  0.22
H (-0.61, 5.39, 2.03)  0.22
C (-4.70, 0.03, 4.11)  -1.06
H (1.73, -5.61, 1.47)  0.45
H (3.32, -0.63, 6.17)  0.44
H (0.38, -0.95, -5.18)  0.50
C (-1.64, -3.76, 1.19)  -0.25
C (-4.41, 0.25, 2.75)  -1.05
C (-0.56, -3.28, 0.45)  0.91
H (2.66, 2.80, -1.44)  0.24
C (6.64, -0.70, 0.56)  -0.61
H (1.58, -3.58, -0.07)  0.38
C (-4.01, 1.42, -4.92)  -0.74
C (-0.30, -5.52, 2.07)  -0.46
H (4.92, 1.79, -0.95)  -0.11
H (5.56, -0.63, 7.01)  0.31
H (6.55, 1.38, -2.74)  0.39
H (-0.18, -6.37, 2.78)  0.35
C (-0.75, 3.55, 2.88)  0.30
H (-2.50, 2.84, -0.44)  0.20
C (-3.71, -0.67, 4.83)  -0.55
C (1.17, 2.50, -4.44)  -0.52
H (-2.79, -2.45, -3.06)  0.09
C (2.49, 2.71, -2.49)  -0.01
H (-6.89, 1.06, -1.67)  0.31
H (7.49, -0.30, 5.35)  0.38
C (5.66, 1.02, -0.80)  -0.06
C (0.06, -1.65, -4.43)  -0.75
C (1.23, 2.46, -3.05)  0.68
C (-3.44, -1.96, -1.01)  -1.13
Pr (0.79, 1.10, 0.56)  0.53
H (-0.31, -3.18, -5.89)  0.40
C (4.93, 0.06, 3.20)  0.47
N (-0.11, 2.37, 2.62)  0.14
H (8.04, -1.97, -0.50)  0.41
H (-3.52, 0.16, -2.61)  -0.71
C (-0.28, -2.96, -4.84)  -0.52
C (-5.43, 2.68, -1.99)  -0.47
H (1.16, 4.41, 0.95)  0.29
Se (-0.31, 2.24, -1.91)  -0.46
C (-3.48, 2.47, -0.74)  -0.26
H (-3.80, -0.88, 5.89)  0.40
C (-5.91, 1.51, -1.41)  -0.63
C (-0.43, -2.29, -2.14)  0.49
H (-4.00, 1.58, -5.97)  0.48
C (-3.81, 1.20, -0.29)  0.18
N (-0.54, 4.39, 1.85)  -0.39
C (-4.10, -0.59, -3.15)  0.45
O (0.33, 0.28, 3.06)  -0.50
H (-1.02, -4.90, -4.28)  0.39
H (-3.37, -2.99, -0.61)  0.58
N (-0.13, 1.36, 3.51)  1.01
H (-0.92, -4.38, -1.88)  0.40
H (-3.91, 4.18, -1.97)  0.31
N (-2.35, -1.21, -0.41)  0.70
H (6.69, -1.28, 1.49)  0.42
C (4.14, -0.44, 5.48)  -0.89
P (4.31, 0.39, 1.54)  1.45
C (7.42, -1.09, -0.54)  -0.81
C (6.50, 0.75, -1.85)  -0.49
H (7.98, -0.46, -2.66)  0.34
H (-2.53, -3.16, 1.27)  0.40
H (-1.73, -1.64, 4.79)  0.49
O (-0.62, 1.42, 4.66)  -0.74
H (-4.47, -2.62, -2.68)  0.60
C (-3.22, -0.17, 2.11)  1.04
P (-0.65, -1.64, -0.41)  1.02

---

7.
DFT (wB97M-V/def2-TZVPD) results for 10 unconnected molecules or ions with the total composition C54H48F9ISi.

Values from the calculation:
SMILES: Fc1ccccc1.Fc1ccccc1.Fc1ccccc1.Fc1ccccc1.Fc1ccccc1.Fc1ccccc1.Fc1ccccc1.Fc1ccccc1.Fc1ccccc1.[SiH3]I
M: 1022.950 g/mol
Energy above the lowest of the compared OMol25 structures with the same formula, charge and spin: 24.2 kJ/mol

Last column: Mulliken charge in e.
Cartesian coordinates (Å):
H (9.51, 3.00, 0.51)  0.21
H (-14.24, -6.47, -5.68)  0.37
H (0.05, -3.68, 4.41)  0.43
H (-2.95, 2.20, -8.65)  0.37
H (-4.29, -2.18, -5.17)  0.47
C (11.42, 2.41, 1.29)  -0.54
H (-3.43, 4.43, -5.03)  0.38
C (-6.21, -2.34, -4.24)  -0.58
C (-7.38, -3.09, -4.12)  -0.24
C (2.45, 1.56, 5.54)  -0.36
H (2.11, 3.40, -3.25)  0.43
H (2.11, -8.18, 8.38)  0.37
H (2.37, 1.22, 3.41)  0.44
C (-3.40, 1.10, -5.50)  0.42
H (1.04, -6.08, 9.12)  0.36
C (2.04, 2.37, 6.58)  -0.63
C (-13.48, -5.80, -3.79)  -0.34
C (10.35, 1.37, -0.60)  -0.56
C (-7.52, -4.26, -4.85)  -0.49
H (0.18, -7.80, 4.56)  0.41
H (-12.51, -5.29, -6.99)  0.36
C (-3.18, 3.45, -6.92)  -0.55
C (2.06, 1.85, 4.24)  0.03
C (0.42, 2.28, -0.54)  -0.14
Si (5.24, 2.65, 0.83)  0.50
H (4.63, 3.49, -0.21)  -0.09
C (4.72, 7.20, 1.73)  0.42
C (-12.51, -5.06, -3.13)  -0.54
C (11.43, 0.51, -0.70)  0.41
C (4.40, 9.44, 0.97)  0.34
H (0.23, 4.64, 4.82)  0.45
H (0.46, 2.35, 0.54)  0.57
C (5.13, 8.27, 0.95)  -0.55
H (6.01, 8.20, 0.33)  0.42
C (1.36, 2.93, -1.30)  0.15
C (0.86, -6.46, 8.12)  -0.36
I (7.03, 3.93, 1.94)  -0.17
C (-3.37, 3.48, -5.54)  -0.44
C (0.37, 2.12, -3.31)  -0.45
H (-3.09, 4.37, -7.48)  0.39
F (3.78, -1.18, 4.40)  -0.36
C (-0.59, 1.46, -2.56)  -0.42
H (3.26, 6.48, 3.13)  0.48
H (-3.65, 2.31, -3.76)  0.44
C (-5.33, -3.94, -5.80)  -0.62
F (0.88, 3.24, 2.74)  -0.22
H (13.32, -0.11, 0.06)  0.40
H (-1.36, 0.88, -3.05)  0.53
H (2.72, 10.51, 1.75)  0.40
C (12.50, 0.58, 0.17)  -0.47
H (-12.49, -4.99, -2.05)  0.41
C (0.38, -7.43, 5.56)  -0.43
F (-3.51, -0.05, -4.81)  -0.30
C (-0.20, -6.26, 5.99)  0.35
C (-11.54, -4.47, -5.27)  -0.24
F (-1.01, -5.58, 5.15)  -0.34
H (0.02, -3.76, 1.94)  0.42
C (2.80, -1.89, 2.38)  -0.38
H (1.96, 8.59, 3.14)  0.36
C (10.35, 2.33, 0.41)  -0.05
H (-14.24, -6.32, -3.21)  0.36
C (2.85, 8.50, 2.53)  -0.27
C (-0.57, 1.54, -1.17)  -0.71
C (-6.50, -4.67, -5.68)  0.35
H (-3.14, 0.08, -7.36)  0.42
C (0.80, -3.23, 2.46)  -0.63
H (0.35, 2.06, -4.39)  0.41
C (1.79, -2.58, 1.73)  -0.45
C (-12.51, -5.22, -5.91)  -0.37
C (1.22, -8.13, 6.43)  -0.34
H (3.58, -1.37, 1.83)  0.52
C (12.49, 1.54, 1.17)  -0.25
H (-0.44, -4.83, 7.56)  0.44
H (-8.43, -4.85, -4.78)  0.47
C (3.27, 9.57, 1.76)  -0.46
H (-10.78, -3.94, -5.82)  0.47
C (3.58, 7.31, 2.52)  -0.70
F (-6.64, -5.81, -6.38)  -0.32
F (11.44, -0.42, -1.68)  -0.31
C (1.27, 2.95, 4.00)  0.14
H (-8.17, -2.76, -3.47)  0.40
H (1.69, -9.04, 6.10)  0.36
H (3.08, 0.70, 5.73)  0.42
H (5.29, 6.28, 1.73)  -0.13
C (-11.55, -4.40, -3.88)  0.32
C (2.80, -1.86, 3.76)  0.33
C (0.85, 3.78, 5.03)  -0.64
H (-4.54, -4.29, -6.45)  0.41
H (1.87, -2.46, 5.59)  0.45
C (-3.10, 2.23, -7.58)  -0.38
C (-13.48, -5.89, -5.17)  -0.51
H (11.41, 3.16, 2.07)  0.37
C (-5.19, -2.76, -5.08)  -0.28
H (-6.10, -1.42, -3.67)  0.40
C (1.24, 3.48, 6.33)  -0.39
H (4.17, 2.26, 1.77)  -0.09
H (9.53, 1.29, -1.30)  0.41
C (-3.49, 2.30, -4.83)  -0.33
H (-1.32, 1.03, -0.59)  0.40
H (0.91, 4.11, 7.15)  0.37
C (-3.21, 1.04, -6.87)  -0.42
C (0.82, -3.18, 3.85)  -0.30
F (-10.61, -3.68, -3.26)  -0.27
F (2.32, 3.65, -0.68)  -0.25
H (1.78, -2.62, 0.65)  0.40
C (1.83, -2.50, 4.51)  -0.43
H (5.74, 1.42, 0.19)  -0.14
C (1.46, -7.64, 7.71)  -0.48
C (0.03, -5.76, 7.26)  -0.33
H (2.34, 2.14, 7.60)  0.38
C (1.35, 2.87, -2.68)  -0.53
H (13.33, 1.61, 1.85)  0.36
F (4.80, 10.48, 0.22)  -0.32

---

8.
DFT (wB97M-V/def2-TZVPD) results for C3H7NOS in the gas phase.

Values from the calculation:
SMILES: C=NSCCO
M: 105.162 g/mol
Energy above the lowest of the compared OMol25 structures with the same formula, charge and spin: 219.6 kJ/mol

Last column: Mulliken charge in e.
Cartesian coordinates (Å):
H (0.21, 3.25, 1.17)  0.21
H (-1.02, -1.62, 1.22)  0.32
N (0.10, 1.58, 0.07)  -0.29
C (-0.75, -0.85, 0.48)  -0.46
O (-0.19, -2.36, -1.28)  -0.49
S (-0.19, 0.61, 1.44)  -0.04
C (0.34, -1.32, -0.48)  -0.42
H (-1.62, -0.42, -0.08)  0.30
H (0.66, -0.37, -1.05)  0.27
H (0.60, 3.32, -0.69)  0.27
C (0.25, 2.84, 0.18)  -0.29
H (1.23, -1.59, 0.14)  0.30
H (0.39, -3.08, -1.12)  0.34

---

Question: M of number 6 (C46H48N7O2P3PrSSe3)?
Answer: 1233.714 g/mol

---

Question: What is the energy above the lowest of the compared OMol25 structures with the same formula, charge and spin in the first record?
Answer: 34.1 kJ/mol

---

Question: Which of these has the highest energy above the lowest of the compared OMol25 structures with the same formula, charge and spin?
Answer: C5H11NO